The following is a DFT calculation (ωB97M-V/def2-TZVPD) of a cluster of 5 separate species, C23H58BO11PS in total in a non-equilibrium geometry.

DFT total energy	-68115.5327	eV
frontier orbital gap	0.364	Ha
HOMO level	-9.4	eV

Element x y z (Å)
1 C 5.5399 0.7772 1.6475
2 C 4.3004 -0.1750 1.8919
3 O 4.7555 -1.3345 2.5965
4 P 4.4665 -2.7861 1.8748
5 O 3.6254 -2.7945 0.6293
6 C 3.8594 -3.9318 3.2330
7 C 2.2979 -4.0427 3.2765
8 O 1.6284 -2.9251 2.6770
9 S -0.0018 -3.3865 2.5534
10 O -0.1228 -4.4694 1.5324
11 O -0.7902 -2.0673 1.9263
12 B -0.2532 -1.6303 0.6583
13 C -0.4534 -2.3416 -0.7506
14 O 0.4911 -0.4163 0.6784
15 O 5.9702 -3.4360 1.4705
16 C 6.5102 -2.7809 0.3137
17 C 7.9249 -3.4058 0.0489
18 H 6.4989 0.2389 1.8267
19 H 5.5375 1.6412 2.3423
20 H 5.5408 1.1437 0.6016
21 H 3.6394 0.3919 2.5933
22 H 3.7061 -0.3502 0.9778
23 H 4.1896 -3.4636 4.1839
24 H 4.3102 -4.9305 3.0862
25 H 2.0070 -5.0338 2.8767
26 H 2.0070 -4.0509 4.3582
27 H -1.4574 -2.8016 -0.8653
28 H -0.2949 -1.6019 -1.5627
29 H 0.3538 -3.1100 -0.8456
30 H 1.1204 -0.5216 1.4049
31 H 6.6661 -1.7102 0.5633
32 H 5.9186 -2.9248 -0.6100
33 H 8.3344 -3.0289 -0.9156
34 H 8.6308 -3.1812 0.8796
35 H 7.8778 -4.5126 -0.0494
36 C 1.0258 -0.8513 -7.0804
37 C 0.8985 -0.8736 -5.5669
38 O 0.0604 -1.9099 -5.0834
39 C 0.4707 -3.2333 -5.3786
40 C 1.8243 -3.5952 -4.7919
41 H 0.0400 -0.8235 -7.5492
42 H 1.5935 0.0241 -7.4012
43 H 1.5417 -1.7376 -7.4552
44 H 0.4430 0.0622 -5.2388
45 H 1.8816 -0.9243 -5.0877
46 H 0.4525 -3.4052 -6.4606
47 H -0.2885 -3.8885 -4.9478
48 H 2.6292 -3.0142 -5.2465
49 H 2.0396 -4.6522 -4.9582
50 H 1.8425 -3.3952 -3.7187
51 C -5.4966 -1.3880 4.4500
52 C -5.1170 0.0777 4.5645
53 O -3.7282 0.3181 4.4159
54 C -3.1603 -0.0550 3.1710
55 C -3.7587 0.6827 1.9865
56 H -4.9075 -1.9928 5.1423
57 H -6.5554 -1.5251 4.6756
58 H -5.3183 -1.7737 3.4444
59 H -5.3796 0.4340 5.5624
60 H -5.6878 0.6886 3.8563
61 H -3.2250 -1.1393 3.0330
62 H -2.0980 0.1857 3.2356
63 H -4.8073 0.4172 1.8354
64 H -3.2162 0.4378 1.0714
65 H -3.7143 1.7623 2.1459
66 C -6.7746 6.0071 0.0727
67 C -7.6050 5.5262 1.2496
68 O -7.4592 4.1428 1.5199
69 C -6.1540 3.7083 1.8614
70 C -5.6081 4.3551 3.1226
71 H -6.9756 5.4010 -0.8128
72 H -7.0049 7.0494 -0.1541
73 H -5.7048 5.9404 0.2797
74 H -8.6616 5.6792 1.0225
75 H -7.3920 6.1148 2.1484
76 H -5.4716 3.8537 1.0165
77 H -6.2245 2.6309 2.0214
78 H -5.4498 5.4273 2.9897
79 H -4.6509 3.9070 3.3958
80 H -6.3072 4.2281 3.9516
81 C 2.5951 3.6815 -3.6589
82 C 1.5802 2.5594 -3.7886
83 O 1.7655 1.5107 -2.8560
84 C 1.6578 1.8558 -1.4850
85 C 0.2938 2.3991 -1.1009
86 H 3.6121 3.2860 -3.6961
87 H 2.4682 4.4044 -4.4666
88 H 2.4859 4.2163 -2.7136
89 H 1.6827 2.1048 -4.7763
90 H 0.5569 2.9458 -3.7295
91 H 2.4538 2.5553 -1.2037
92 H 1.8401 0.9372 -0.9272
93 H 0.0928 3.3602 -1.5800
94 H 0.2330 2.5439 -0.0213
95 H -0.4932 1.7083 -1.4094